Entry from OMol25: a molecular structure, C42H45BrClN6O6V at a distorted geometry (ωB97M-V/def2-TZVPD).

Each line ends with the Mulliken spin population.
CARTESIAN COORDINATES (ANGSTROEM)
Br: 3.22616 2.30353 -0.41433  0.01
V: 0.02513 0.19646 0.19347  2.55
Cl: 1.50653 -2.77844 0.48515  0.01
O: 2.56542 -1.80728 0.59317  0.01
O: 1.77898 -3.75455 -0.49825  0.00
O: -3.36599 0.81949 -2.43670  0.01
O: 0.25308 -2.04630 0.10114  0.01
O: 1.29490 -3.42320 1.74495  0.00
O: -1.26120 1.02615 4.17100  0.01
N: 1.97374 -0.04152 -1.43456  -0.07
N: -1.29397 0.10971 -1.74946  -0.04
N: 1.12798 5.84017 3.47368  0.00
N: -0.00445 0.14354 2.40400  -0.08
N: -1.90470 0.69052 0.74528  -0.13
N: 0.08363 2.45034 0.35876  -0.07
C: 0.76289 -0.62518 3.31712  0.08
C: -1.22900 2.30713 -5.45018  0.00
C: -2.15611 1.00712 2.00452  0.02
C: -1.73206 -3.86195 -1.66893  0.00
C: -3.33961 1.55773 2.40712  -0.01
C: -2.50563 0.58517 -1.56895  0.04
C: -0.54360 1.72865 -4.19791  0.00
C: -0.06306 5.20984 0.28892  0.01
C: 3.08693 0.70230 -1.45729  0.04
C: 2.29512 -2.33218 4.94128  0.00
C: -1.16711 -2.50839 -4.38524  0.00
C: 0.88618 2.27618 -4.03845  0.00
C: -2.84820 0.97502 -0.17137  0.07
C: -1.56174 -3.50943 3.66689  0.00
C: 4.13225 0.49482 -2.32653  0.00
C: -4.06229 1.55145 0.14625  -0.01
C: -0.40772 4.46610 -0.81327  0.01
C: 2.15744 -0.46930 3.42864  -0.03
C: -1.44739 -1.84013 -3.19205  -0.02
C: -1.30437 -2.03245 3.93685  0.01
C: 0.95656 -2.53032 4.80940  0.00
C: -1.09758 -0.48505 -3.05032  0.05
C: 0.78827 5.27884 2.52688  0.00
C: -1.04898 0.74114 2.99476  0.07
C: -2.28253 -2.50971 -2.08772  0.03
C: 2.94185 -1.32069 -3.25044  0.00
C: 1.94451 -1.07493 -2.27730  0.04
C: 2.96928 0.62942 2.67701  -0.01
C: -0.64714 -1.80442 -5.48381  0.00
C: 0.17632 -1.68676 3.99419  0.01
C: -0.38537 3.07287 -0.72641  0.01
C: 3.02893 2.00198 3.41348  0.00
C: 2.86582 -1.26521 4.25688  0.00
C: 4.37939 0.18700 2.40128  0.00
C: -3.73499 -2.58474 -2.56297  0.00
C: -4.33820 1.85156 1.46381  0.02
C: 0.44066 3.18078 1.39687  0.09
C: -0.43932 -0.46200 -5.38848  0.00
C: -0.66449 0.21984 -4.19679  0.02
C: -2.00205 -1.52587 5.21227  0.00
C: 4.07097 -0.54911 -3.23238  0.00
C: 0.35998 4.53508 1.42390  0.00
H: -4.14164 -1.57406 -2.71887  0.00
H: 4.85996 -0.74067 -3.97642  0.00
H: 0.41933 -3.31168 5.27647  0.00
H: 0.91444 3.36854 -4.05335  0.00
H: 2.86413 -3.00914 5.51544  0.00
H: -2.40765 -4.27080 -0.90539  0.00
H: 1.52152 1.88865 -4.84095  0.00
H: -0.74959 -3.77964 -1.17392  0.00
H: -4.28300 -3.04848 -1.70249  0.00
H: -0.50038 -2.31344 -6.41965  0.00
H: -1.72960 -1.44176 3.13306  0.01
H: -1.34339 -3.59435 -4.49604  0.00
H: 2.16681 2.15062 4.01377  0.00
H: -2.55433 -3.61200 3.19018  0.00
H: -0.13414 6.28944 0.30266  0.00
H: 3.81336 2.05179 4.16567  0.00
H: 3.93518 -1.08018 4.34510  0.00
H: 1.29897 1.90388 -3.07303  0.01
H: -0.09243 0.12468 -6.22096  0.00
H: -0.78326 2.11932 -6.45826  0.00
H: -2.19433 -1.93603 -1.18733  0.03
H: -1.75508 -2.17862 6.04659  0.00
H: 4.48839 -0.75247 1.86646  0.00
H: -1.64741 -0.50986 5.38203  0.00
H: 2.81251 -2.14760 -3.91759  0.00
H: -0.77998 2.46841 -1.55203  0.03
H: -0.71580 4.90138 -1.76676  0.00
H: -5.27081 2.35724 1.70406  0.00
H: 1.06983 -1.73081 -2.23466  0.00
H: -2.27656 1.92646 -5.51650  0.00
H: -3.37880 1.76865 3.49229  0.00
H: -1.23434 3.38685 -5.41609  0.00
H: -1.06574 2.07713 -3.31242  0.01
H: 3.26160 2.82467 2.70784  0.00
H: -3.10742 -1.50737 5.10775  0.00
H: 0.84872 2.69994 2.26332  0.01
H: 2.41073 0.74126 1.75840  0.16
H: -0.76603 -3.84738 3.00165  0.00
H: 4.93542 0.02547 3.33609  0.00
H: 4.98616 1.11928 -2.35905  0.00
H: -1.59932 -4.08140 4.60068  0.00
H: -1.76923 -4.57942 -2.50726  0.00
H: -3.78447 -3.16649 -3.47807  0.00
H: 4.98052 0.93211 1.85897  0.00
H: -4.76286 1.77706 -0.70020  0.00

Kohn-Sham gap (alpha / beta) (eV): 6.337 / 6.834
HOMO level (alpha / beta) (eV): -4.67 / -5.24
Calculated total energy (a.u.): -6385.59412
Molar mass (g mol⁻¹): 896.2
ΔE to the lowest compared entry with this formula, charge and spin (kJ/mol): 0.0
Net charge: -1
Multiplicity: 4

---

Entry from OMol25: a single C2H6N2S molecule at a distorted geometry (ωB97M-V/def2-TZVPD).

Each line ends with the natural charge from an NBO analysis.
CARTESIAN COORDINATES (ANGSTROEM)
S: -0.10526 0.34617 1.01929  0.19
N: 0.42857 -0.20388 -1.56871  -0.80
N: -1.83723 -0.25711 -1.06970  -0.73
C: 1.67661 -0.07422 1.09509  -0.76
C: -0.60447 -0.03031 -0.69426  0.31
H: -2.53560 -0.03318 -0.32840  0.35
H: 0.22510 -0.84996 -2.31127  0.39
H: 1.24629 -0.44400 -1.10553  0.37
H: 1.95354 -1.07658 0.79648  0.22
H: 2.24623 0.64403 0.54950  0.22
H: 1.97635 0.07508 2.15448  0.25

Kohn-Sham gap (eV): 9.646
HOMO level (eV): -8.95
Calculated total energy (a.u.): -587.49028
Molar mass (g mol⁻¹): 90.2
ΔE to the lowest compared entry with this formula, charge and spin (kJ/mol): 36.0
Multiplicity: 1
SMILES: [H]/N=C(/N)SC

---

Entry from OMol25: a molecular structure, C6H6N at a distorted geometry (ωB97M-V/def2-TZVPD).

Each line ends with the natural charge from an NBO analysis.
CARTESIAN COORDINATES (ANGSTROEM)
N: -0.03509 -0.23951 0.43682  -0.29
C: 0.76499 0.70418 -0.21606  0.19
C: -2.14928 -0.85830 -0.85343  -0.33
C: 0.07732 0.82698 -1.36132  -0.14
C: 0.70012 -0.29838 1.48850  0.26
C: 1.80178 0.58656 0.92323  -0.46
C: -0.99430 -0.20494 -0.73499  0.15
H: -0.03342 1.31704 -2.34742  0.28
H: 2.62855 -0.07907 0.75726  0.28
H: -2.69215 -0.81443 -1.72927  0.24
H: 0.41870 -0.90078 2.40314  0.26
H: -2.63752 -1.56435 -0.14030  0.26
H: 2.15030 1.52500 1.37384  0.29

Kohn-Sham gap (eV): 9.586
HOMO level (eV): -14.49
Calculated total energy (a.u.): -286.52953
Molar mass (g mol⁻¹): 92.1
ΔE to the lowest compared entry with this formula, charge and spin (kJ/mol): 277.6
Net charge: +1
Multiplicity: 1

---

Entry from OMol25: a molecular structure, C32H51N7O4Pb (ωB97M-V/def2-TZVPD).

Each line ends with the Mulliken charge.
CARTESIAN COORDINATES (ANGSTROEM)
Pb: 0.12554 -0.03156 -0.09042  1.48
O: -2.81861 0.49265 0.64357  0.55
O: -1.65881 -1.00323 -1.32222  -0.37
O: 0.54276 -0.18337 3.47159  -0.56
O: -0.52021 1.66506 2.70985  -0.01
N: 0.74030 -0.78727 -4.50444  0.02
N: 2.28810 -3.52156 1.88900  0.00
N: 1.30523 -1.98566 0.34029  -0.04
N: 0.10403 -3.22049 1.92349  0.23
N: 1.15919 -0.50647 -2.13713  0.11
N: -2.95786 0.59655 3.37199  -0.64
N: 0.01104 1.02086 -3.47930  0.27
C: 0.04287 -0.02978 -5.54844  -0.85
C: -3.95002 -0.91633 -4.05417  -0.45
C: -2.70478 -0.67286 -1.96547  0.45
C: 1.82033 2.99262 0.48068  0.42
C: 3.70588 -3.21410 1.80728  -0.96
C: 0.61722 2.54608 2.41687  2.65
C: -3.78408 0.73804 -0.19928  1.30
C: 1.93770 -1.74802 -2.01298  -0.70
C: -4.93078 0.01587 -3.61832  -1.06
C: 1.44151 -1.99721 -4.92302  -1.01
C: -3.73906 0.24821 -1.50075  0.77
C: -0.43255 0.51468 3.37886  0.81
C: 1.25360 3.00683 3.73118  -1.89
C: 0.49580 5.12713 -0.35541  -1.95
C: 1.25918 -2.86464 1.31958  0.43
C: 1.82560 -4.45236 2.92002  -0.59
C: -4.82380 0.56763 -2.38985  -1.10
C: 1.72457 2.07789 1.46748  0.16
C: 2.92232 3.10780 -0.52276  -2.05
C: 0.00232 3.71748 1.68029  -1.23
C: 0.68870 -0.14670 -3.31212  0.13
C: -0.64699 1.08970 -4.77536  -0.42
C: 2.79905 1.08668 1.82816  -1.67
C: -1.73885 0.17287 4.08171  -1.28
C: -0.34269 1.97333 -2.45986  -0.88
C: 2.43509 -1.95204 -0.59309  -1.29
C: -1.22765 -2.93878 1.44763  -1.01
C: -4.92793 1.56429 0.30645  -1.87
C: -1.18356 4.46142 2.20213  -1.95
C: 0.72718 3.98358 0.58749  1.95
C: 0.32672 -4.14701 3.02685  -0.60
C: -2.89475 -1.24713 -3.26433  -0.79
H: 3.55340 2.22079 -0.54437  0.36
H: 3.12972 -1.14136 -0.34515  -0.07
H: 2.41601 0.25527 2.41275  0.19
H: 4.23573 -3.91284 1.15809  0.30
H: -0.49800 2.06932 -5.22766  0.42
H: -1.84342 -3.83188 1.55574  0.46
H: -3.37473 1.39181 3.83954  0.27
H: -4.75655 1.87367 1.33467  0.39
H: 0.52913 6.07827 0.17876  0.43
H: 0.98505 -2.89880 -4.51755  0.34
H: -3.64352 -0.14749 3.41544  0.27
H: 2.98762 -2.89148 -0.58255  0.63
H: 1.24428 5.16510 -1.14512  0.39
H: 0.75882 0.34957 -6.28023  0.45
H: -4.04872 -1.36490 -5.03552  0.47
H: -1.66575 0.65828 5.05793  0.42
H: 2.02198 3.74757 3.51275  0.44
H: -1.88417 4.70037 1.39954  0.45
H: 0.50142 3.46599 4.37520  0.44
H: -3.05293 0.66937 1.60196  -0.17
H: -1.70535 3.88284 2.96331  0.29
H: 4.13394 -3.28883 2.80568  0.38
H: 0.46329 2.07198 -1.73270  -0.19
H: 3.28170 0.70085 0.92721  0.28
H: 1.70994 2.16661 4.25437  0.45
H: -0.66729 -0.67490 -6.06413  0.45
H: 2.34670 -4.25830 3.85610  0.38
H: 2.02316 -5.48348 2.62424  0.34
H: 2.82218 -1.71370 -2.64862  0.40
H: -5.58355 1.26446 -2.06395  0.44
H: 3.86245 -2.19964 1.45126  0.30
H: -2.13740 -1.95016 -3.59062  0.51
H: -5.86417 1.00825 0.25256  0.42
H: -5.04483 2.46208 -0.30088  0.41
H: -0.47951 2.94616 -2.93146  0.56
H: 3.55970 3.96060 -0.27034  0.43
H: -0.87784 5.41104 2.65073  0.33
H: 2.54433 3.28942 -1.53066  0.37
H: 1.37252 -2.04764 -6.00649  0.44
H: 1.32809 -2.61387 -2.28623  0.47
H: -1.27995 1.71612 -1.94616  0.03
H: -5.76336 0.26033 -4.26318  0.43
H: -1.73854 -0.89892 4.26008  0.38
H: -0.28604 -5.03913 2.90092  0.37
H: -1.69563 -2.12503 2.01390  0.08
H: 0.06764 -3.68405 3.98163  0.28
H: -1.72241 0.91427 -4.67436  0.10
H: -1.20371 -2.66631 0.39454  0.31
H: 3.57899 1.57408 2.42082  0.48
H: 2.49771 -1.97659 -4.67261  0.33
H: -0.49223 5.05624 -0.81740  0.34

Kohn-Sham gap (eV): 7.119
HOMO level (eV): -12.63
Calculated total energy (a.u.): -2126.62922
Molar mass (g mol⁻¹): 805.0
Net charge: +2
Multiplicity: 1

---

Entry from OMol25: a single C5H3N5 molecule at a distorted geometry (ωB97M-V/def2-TZVPD).

Each line ends with the natural charge from an NBO analysis.
CARTESIAN COORDINATES (ANGSTROEM)
N: 1.38447 -0.28521 1.08950  -0.39
N: 0.67300 -0.22466 3.38037  -0.38
N: 0.56001 -0.34960 0.03444  -0.06
N: -0.18660 -0.42257 -1.99432  -0.40
N: 0.06764 2.33145 0.31971  -0.26
C: 0.92915 -0.62289 -1.24901  0.18
C: -0.88547 -0.24084 0.04713  -0.10
C: -1.24424 -0.04883 -1.37022  0.05
C: -0.60268 1.43737 0.13064  0.23
C: 0.92107 -0.10326 2.27404  0.34
H: 1.88433 -0.87220 -1.65246  0.25
H: -1.36224 -0.96452 0.74533  0.31
H: -2.13845 0.36576 -1.75516  0.24

Kohn-Sham gap (alpha / beta) (eV): 7.090 / 7.099
HOMO level (alpha / beta) (eV): -8.65 / -8.65
Calculated total energy (a.u.): -465.88482
Molar mass (g mol⁻¹): 133.1
ΔE to the lowest compared entry with this formula, charge and spin (kJ/mol): 497.9
Multiplicity: 1